{
  "formula": "C14H23BeN3O5",
  "method": "ωB97M-V with the def2-TZVPD basis set",
  "elements": ["C", "C", "H", "H", "C", "C", "H", "H", "C", "H", "H", "H", "C", "H", "H", "H", "Be", "O", "C", "O", "C", "O", "N", "C", "C", "H", "H", "H", "H", "C", "C", "H", "H", "H", "C", "O", "C", "O", "N", "N", "H", "H", "H", "H", "H", "H"],
  "coordinates": [[-1.70777, 0.99509, -3.03998], [-0.81711, 1.59547, -4.02605], [-2.73070, 1.33545, -3.15829], [-1.69212, -0.09825, -3.02659], [0.50117, 1.38364, -3.82945], [0.97070, 0.90201, -2.56496], [1.14983, 1.69923, -1.70299], [1.83869, 0.21011, -2.73938], [-1.34545, 2.41535, -5.11302], [-2.42344, 2.52783, -5.01081], [-1.15438, 1.89359, -6.05034], [-0.94814, 3.43801, -5.18943], [1.42850, 1.74598, -4.98810], [1.48863, 2.83200, -5.18634], [1.15636, 1.36059, -5.99095], [2.46707, 1.42876, -4.81313], [0.09956, -0.19150, 2.87112], [-0.41468, 0.15629, 1.43260], [-0.12117, -0.49705, 0.35316], [1.01794, -1.53060, 2.81625], [1.12044, -2.13390, 1.69818], [1.76986, -3.25416, 1.57190], [0.56463, -1.70828, 0.51529], [1.60885, -3.73803, 0.21371], [0.88206, -2.68965, -0.55578], [1.00986, -4.64230, 0.25053], [2.59822, -3.92075, -0.19240], [-0.05644, -3.02698, -0.99371], [1.47780, -2.23283, -1.34900], [-0.43221, -0.03755, -0.99536], [-1.34126, 0.96855, -1.21078], [-0.08638, -0.69963, -1.79817], [-1.81521, 1.40461, -0.33130], [-1.18417, 1.75067, -2.02097], [-2.03664, -1.01994, 6.55374], [-0.83640, -0.21645, 6.42761], [-0.38539, 0.02508, 5.22260], [-0.96185, -0.37614, 4.15248], [0.77331, 0.68688, 5.11524], [1.13474, 0.96706, 3.73137], [-2.19020, -1.08347, 7.62541], [-1.87096, -2.01229, 6.13438], [-2.87385, -0.51865, 6.07129], [1.20188, 1.16779, 5.91631], [1.02917, 1.98078, 3.57449], [2.13665, 0.75757, 3.62962]],
  "atomic_forces_ev_per_a": [[-2.6, -1.9, -0.3], [1.6, 0.3, 1.4], [-0.1, 0.0, 0.4], [-0.1, 0.4, -0.3], [-1.0, 0.8, -1.8], [4.1, 1.4, 0.7], [-0.5, -2.0, -1.9], [-0.5, 0.6, 0.7], [-1.0, 0.3, -0.9], [-0.1, -0.1, -0.2], [-0.1, 0.2, -0.3], [0.3, -0.4, 0.2], [1.1, 0.1, -0.3], [-0.2, -0.3, 0.6], [-0.3, -0.3, 0.8], [-0.3, 0.0, 0.1], [-0.6, -0.4, 0.3], [0.1, -0.1, -0.7], [-0.2, 0.8, -1.0], [0.3, -0.9, -1.9], [-0.6, 1.1, 0.9], [-0.3, 0.5, 0.1], [0.6, -0.3, 0.2], [0.5, -1.1, -0.1], [-0.9, 1.6, -0.3], [0.3, -0.2, 0.2], [0.0, -0.2, 0.2], [0.1, -0.2, 0.0], [0.1, 0.0, 0.2], [0.5, -2.3, 1.8], [-0.2, 1.3, 0.1], [-0.5, 0.1, 0.6], [-0.7, 0.0, -0.7], [1.0, 0.7, 1.6], [-0.4, -0.2, 0.2], [1.0, 0.7, -1.3], [-1.8, -1.4, -0.5], [1.1, 0.7, 1.0], [0.6, 0.7, -0.4], [0.4, 0.7, 1.7], [-0.1, 0.0, 0.0], [0.0, 0.2, 0.0], [0.1, 0.0, 0.0], [-0.1, -0.2, -0.7], [-0.1, -0.5, -0.1], [-0.4, -0.1, 0.0]],
  "lowdin_charge": [0.001, -0.299, 0.133, 0.133, -0.289, 0.027, 0.158, 0.102, -0.030, 0.090, 0.103, 0.111, -0.026, 0.101, 0.099, 0.085, 0.141, 0.047, -0.235, 0.121, -0.351, 0.149, 0.100, -0.050, -0.053, 0.150, 0.150, 0.149, 0.136, -0.106, -0.032, 0.101, 0.133, 0.105, 0.033, 0.050, -0.454, 0.097, 0.122, 0.138, 0.112, 0.111, 0.111, 0.200, 0.167, 0.160],
  "charge": 2,
  "e_homo_ev": [-13.6617, -13.3596],
  "e_tot_ha": -1101.865470,
  "gap_ev": [6.5, 6.8]
}